Entry 1:
Molecular formula: C27H39MnN2O5
Method: DFT, ωB97M-V with the def2-TZVPD basis set

Results
- ΔE to the lowest compared entry with this formula, charge and spin (kcal/mol) = 16.2
- HOMO energy (alpha / beta) (eV) = -7.3109 / -8.4155
- electronic energy (eV) = -73167.1330
- lowest unoccupied orbital energy (alpha / beta) (eV) = -1.1 / 0.3
- 2S+1 = 5
- orbital gap (alpha / beta) (eV) = 6.2 / 8.7

Cartesian coordinates (Å):
O 0.06 -0.61 -6.63
C -0.13 0.70 -7.28
C -0.38 0.11 -8.68
H 0.78 1.31 -7.22
H -1.01 1.22 -6.86
C -0.15 -1.24 -7.93
H 0.40 0.36 -9.41
H -1.40 0.26 -9.05
C 1.08 -1.99 -8.41
H 1.96 -1.33 -8.45
H 0.91 -2.39 -9.42
H 1.29 -2.84 -7.74
C -1.38 -2.14 -7.92
H -2.27 -1.59 -7.60
H -1.20 -2.98 -7.24
H -1.56 -2.55 -8.93
Mn -0.53 -1.05 1.77
C -2.42 -1.43 2.53
C -2.17 -0.01 2.69
C -2.22 0.59 1.38
H -2.21 0.56 3.62
C -2.61 -0.40 0.45
C -2.62 -1.66 1.12
H -3.04 -2.58 0.71
H -2.54 -2.16 3.33
H -2.17 1.67 1.22
H -3.00 -0.20 -0.55
C 0.63 -2.42 2.86
C -0.22 -3.14 1.94
C 0.29 -2.93 0.62
H -1.00 -3.84 2.24
C 1.41 -2.06 0.70
C 1.58 -1.68 2.07
H 2.42 -1.10 2.45
H 0.62 -2.58 3.94
H 0.01 -3.51 -0.26
H 2.12 -1.84 -0.10
O -0.18 -0.33 -0.82
C -0.54 -1.20 -1.93
C -0.83 -0.30 -3.12
H -1.39 -1.84 -1.64
H 0.31 -1.87 -2.13
C 0.07 0.90 -2.85
H -1.89 0.01 -3.06
H -0.64 -0.78 -4.09
C 0.01 1.01 -1.33
H -0.25 1.82 -3.35
H 1.10 0.65 -3.15
H -0.84 1.64 -1.02
H 0.92 1.43 -0.87
C -0.98 3.13 5.14
C 0.52 3.26 5.18
C 1.27 1.89 5.15
C 2.82 2.02 5.37
C 3.55 3.04 4.56
C 0.79 1.12 6.41
O 1.02 1.49 7.57
N 0.06 -0.01 6.17
C -0.33 -0.54 4.95
O -1.08 -1.49 4.99
N 0.15 0.05 3.78
C 0.94 1.15 3.81
O 1.40 1.64 2.77
H -1.34 2.70 4.20
H -1.43 4.11 5.25
H -1.35 2.51 5.96
H 0.88 3.87 4.34
H 0.83 3.76 6.11
H 2.95 2.24 6.44
H 3.23 1.01 5.20
H 3.17 4.04 4.74
H 4.60 3.02 4.86
H 3.50 2.82 3.50
H -0.35 -0.50 6.96

---

Entry 2:
Molecular formula: C27H39N3O4
Method: DFT, ωB97M-V with the def2-TZVPD basis set

Results
- ΔE to the lowest compared entry with this formula, charge and spin (kcal/mol) = 11.0
- HOMO energy (eV) = -8.8701
- electronic energy (eV) = -41294.7974
- lowest unoccupied orbital energy (eV) = 0.6
- orbital gap (eV) = 9.5
- SMILES = O=C(NCC(=O)N(C[C@@H]1CCCO1)C1(C(=O)NC2CCCCC2)CCCCC1)c1ccccc1

Cartesian coordinates (Å):
O -2.49 -1.18 1.70
C -2.80 0.00 1.74
N -2.03 0.92 2.39
C -0.68 0.59 2.77
C 0.27 1.15 1.69
O -0.02 2.22 1.19
N 1.37 0.46 1.35
C 1.61 -0.88 1.85
C 0.75 -1.95 1.13
C 0.85 -3.32 1.81
C 0.92 -4.28 0.62
C 1.67 -3.44 -0.40
O 1.19 -2.12 -0.22
C 2.31 1.16 0.45
C 1.51 1.71 -0.76
O 1.70 2.82 -1.21
N 0.71 0.80 -1.33
C -0.14 1.10 -2.46
C 0.12 0.12 -3.61
C -0.39 -1.28 -3.29
C -1.88 -1.24 -2.95
C -2.12 -0.32 -1.76
C -1.62 1.09 -2.06
C 3.40 0.26 -0.17
C 4.67 0.25 0.67
C 5.33 1.64 0.66
C 4.27 2.75 0.58
C 2.96 2.32 1.22
C -4.06 0.51 1.15
C -4.18 1.80 0.63
C -5.37 2.20 0.06
C -6.46 1.34 0.01
C -6.34 0.06 0.52
C -5.15 -0.36 1.08
H -2.21 1.90 2.23
H -0.64 -0.49 2.89
H -0.44 1.08 3.71
H 2.66 -1.13 1.70
H 1.41 -0.93 2.92
H -0.29 -1.62 1.08
H 0.00 -3.51 2.45
H 1.77 -3.39 2.40
H 1.43 -5.21 0.85
H -0.08 -4.50 0.25
H 1.49 -3.72 -1.44
H 2.76 -3.47 -0.21
H 0.64 -0.12 -0.92
H 0.14 2.11 -2.77
H 1.19 0.09 -3.82
H -0.39 0.49 -4.50
H 0.16 -1.69 -2.44
H -0.22 -1.94 -4.15
H -2.23 -2.25 -2.72
H -2.44 -0.88 -3.81
H -1.61 -0.73 -0.88
H -3.19 -0.29 -1.53
H -1.74 1.72 -1.18
H -2.20 1.52 -2.87
H 3.01 -0.74 -0.35
H 3.65 0.68 -1.15
H 4.45 -0.04 1.70
H 5.37 -0.49 0.26
H 6.00 1.72 -0.19
H 5.93 1.75 1.56
H 4.06 3.01 -0.46
H 4.64 3.64 1.07
H 2.27 3.16 1.23
H 3.13 2.01 2.26
H -3.34 2.48 0.63
H -5.46 3.20 -0.36
H -7.39 1.66 -0.43
H -7.18 -0.62 0.48
H -5.03 -1.36 1.47

---

Entry 3:
Molecular formula: C27H39NO5S
Method: DFT, ωB97M-V with the def2-TZVPD basis set

Results
- HOMO energy (eV) = -7.0956
- electronic energy (eV) = -51191.1534
- lowest unoccupied orbital energy (eV) = 0.8
- orbital gap (eV) = 7.8
- SMILES = CCc1cccc2c1Sc1c(COO)cccc1N2.C1CCOC1.C1CCOC1.C1CCOC1

Cartesian coordinates (Å):
C 4.69 -2.91 1.56
C 3.94 -2.42 0.31
C 3.49 -0.99 0.47
C 4.29 0.05 -0.01
C 3.90 1.37 0.15
C 2.72 1.68 0.79
C 1.91 0.66 1.28
C 2.29 -0.67 1.12
S 1.29 -1.99 1.75
C -0.29 -1.20 1.82
C -1.44 -2.00 1.84
C -1.33 -3.50 1.77
O -0.85 -3.99 0.53
O -1.66 -3.44 -0.52
C -2.69 -1.42 1.95
C -2.81 -0.03 2.03
C -1.68 0.76 2.01
C -0.41 0.19 1.90
N 0.71 1.05 1.92
H 5.73 -2.57 1.53
H 4.24 -2.48 2.46
H 4.67 -4.00 1.64
H 3.07 -3.05 0.13
H 4.58 -2.48 -0.57
H 5.22 -0.19 -0.50
H 4.53 2.18 -0.23
H 2.35 2.69 0.91
H -2.30 -3.95 1.99
H -0.59 -3.87 2.49
H -1.01 -2.88 -0.96
H -3.58 -2.04 1.97
H -3.78 0.43 2.13
H -1.77 1.84 2.08
H 0.44 1.96 1.57
C -0.91 5.72 0.85
C 0.27 6.60 1.26
C 1.31 5.55 1.64
O 1.05 4.42 0.80
C -0.21 4.57 0.14
H -1.63 6.23 0.20
H -1.44 5.36 1.73
H 0.62 7.19 0.42
H 0.04 7.28 2.09
H 1.19 5.24 2.69
H 2.33 5.88 1.49
H -0.04 4.79 -0.92
H -0.76 3.64 0.23
C -4.65 1.54 -0.84
C -3.47 0.59 -1.03
C -2.29 1.51 -0.76
O -2.75 2.47 0.21
C -4.17 2.39 0.33
H -5.59 1.03 -0.62
H -4.79 2.15 -1.73
H -3.50 -0.21 -0.29
H -3.43 0.14 -2.02
H -1.98 2.04 -1.66
H -1.43 0.98 -0.34
H -4.42 1.92 1.29
H -4.58 3.40 0.32
C 0.06 -4.44 -4.38
C 0.41 -5.24 -3.13
C 1.48 -4.36 -2.49
O 1.13 -3.02 -2.83
C 0.14 -3.01 -3.86
H -0.91 -4.68 -4.80
H 0.81 -4.60 -5.16
H -0.46 -5.32 -2.48
H 0.78 -6.25 -3.34
H 2.47 -4.59 -2.89
H 1.50 -4.45 -1.41
H -0.82 -2.71 -3.43
H 0.42 -2.29 -4.62

---

> Among the records above, which one has the lowest electronic energy?

C27H39MnN2O5

---

> What is the electronic energy in the first record?

-73167.1330 eV